No. 1
The following is a quantum chemistry calculation of one molecule with the formula C22H24N2O7S2 in a non-equilibrium geometry, from the Open Molecules 2025 dataset.

```
57
Properties=species:S:1:pos:R:3
C -4.355 0.077 0.042
C -3.868 -0.038 -1.400
C -3.918 1.316 -2.139
C -2.472 1.672 -2.326
C -1.900 2.826 -2.812
C -0.515 2.902 -2.903
C 0.272 1.825 -2.532
C -0.296 0.654 -2.047
C -1.673 0.596 -1.929
N -2.460 -0.445 -1.454
S -1.941 -1.791 -0.631
O -3.020 -2.730 -0.636
O -0.684 -2.184 -1.202
C -1.627 -1.239 1.046
C -2.135 -1.921 2.134
C -1.792 -1.507 3.413
C -0.921 -0.445 3.590
C -0.409 0.230 2.486
C 0.651 1.254 2.652
O 1.196 1.533 3.687
O 0.973 1.803 1.463
C 2.178 2.536 1.357
C 3.266 1.737 0.630
O 4.310 2.252 0.293
N 2.946 0.450 0.397
C 3.902 -0.516 -0.094
C 3.348 -1.274 -1.322
C 2.423 -2.402 -0.882
S 2.599 -2.477 0.924
O 2.741 -3.823 1.399
O 1.581 -1.665 1.552
C 4.171 -1.548 0.987
C -0.781 -0.166 1.205
H -3.734 0.776 0.599
H -4.319 -0.896 0.524
H -5.383 0.431 0.052
H -4.454 -0.808 -1.910
H -4.417 1.226 -3.106
H -4.450 2.068 -1.555
H -2.517 3.657 -3.116
H -0.051 3.803 -3.274
H 1.346 1.894 -2.619
H 0.311 -0.196 -1.784
H -2.780 -2.770 1.965
H -2.182 -2.033 4.270
H -0.608 -0.139 4.577
H 2.550 2.801 2.354
H 1.973 3.452 0.797
H 2.106 0.049 0.802
H 4.798 0.052 -0.368
H 2.832 -0.565 -1.970
H 4.194 -1.678 -1.880
H 2.726 -3.373 -1.257
H 1.369 -2.244 -1.101
H 4.314 -1.116 1.971
H 4.979 -2.229 0.738
H -0.392 0.346 0.343
```

Calculated values
* relative energy (zero: lowest compared OMol25 entry of this formula, charge and spin): 0.0 kcal/mol
* multiplicity: 1
* highest occupied orbital energy: -8.5 eV
* Kohn-Sham gap: 8.526 eV
* structure (SMILES): C[C@H]1Cc2ccccc2N1S(=O)(=O)c1cccc(C(=O)OCC(=O)N[C@@H]2CCS(=O)(=O)C2)c1
* charge: 0

List of natural (NBO) charges in e, atom by atom: atom 1 (C): -0.626, atom 2 (C): -0.027, atom 3 (C): -0.419, atom 4 (C): -0.046, atom 5 (C): -0.193, atom 6 (C): -0.220, atom 7 (C): -0.213, atom 8 (C): -0.217, atom 9 (C): 0.145, atom 10 (N): -0.686, atom 11 (S): 2.345, atom 12 (O): -0.928, atom 13 (O): -0.954, atom 14 (C): -0.252, atom 15 (C): -0.189, atom 16 (C): -0.212, atom 17 (C): -0.123, atom 18 (C): -0.166, atom 19 (C): 0.794, atom 20 (O): -0.575, atom 21 (O): -0.520, atom 22 (C): -0.173, atom 23 (C): 0.662, atom 24 (O): -0.624, atom 25 (N): -0.654, atom 26 (C): -0.074, atom 27 (C): -0.414, atom 28 (C): -0.686, atom 29 (S): 2.163, atom 30 (O): -0.925, atom 31 (O): -0.977, atom 32 (C): -0.659, atom 33 (C): -0.174, atom 34 (H): 0.210, atom 35 (H): 0.225, atom 36 (H): 0.220, atom 37 (H): 0.217, atom 38 (H): 0.226, atom 39 (H): 0.222, atom 40 (H): 0.216, atom 41 (H): 0.215, atom 42 (H): 0.216, atom 43 (H): 0.223, atom 44 (H): 0.243, atom 45 (H): 0.225, atom 46 (H): 0.238, atom 47 (H): 0.239, atom 48 (H): 0.222, atom 49 (H): 0.436, atom 50 (H): 0.260, atom 51 (H): 0.232, atom 52 (H): 0.223, atom 53 (H): 0.253, atom 54 (H): 0.292, atom 55 (H): 0.262, atom 56 (H): 0.246, atom 57 (H): 0.256


No. 2
The following is a quantum chemistry calculation of C18H45F2LiNO16P3S2 as an isolated structure in a non-equilibrium geometry, from the Open Molecules 2025 dataset.

```
88
Properties=species:S:1:pos:R:3
Li -0.259 0.430 -0.112
N -1.942 1.345 -0.278
S -2.629 2.517 -1.095
O -3.283 3.528 -0.340
O -3.224 2.127 -2.330
F -1.289 3.276 -1.559
S -3.400 0.710 0.327
O -4.100 -0.217 -0.480
O -4.071 1.452 1.334
F -2.562 -0.307 1.277
C -2.569 -4.089 -2.380
C -2.594 -2.930 -1.426
O -1.904 -3.218 -0.193
P -0.386 -2.922 0.047
O -0.004 -1.511 -0.049
O -0.136 -3.559 1.462
C -0.776 -3.089 2.657
C 0.004 -3.609 3.836
O 0.407 -3.936 -0.876
C 1.790 -4.211 -0.552
C 1.940 -5.413 0.368
H -1.564 -4.265 -2.788
H -2.832 -5.026 -1.892
H -3.134 -3.958 -3.303
H -2.285 -1.951 -1.790
H -3.630 -2.823 -1.102
H -0.698 -1.998 2.659
H -1.808 -3.433 2.678
H -0.350 -3.366 4.834
H 0.069 -4.703 3.768
H 1.072 -3.374 3.785
H 2.152 -4.548 -1.529
H 2.433 -3.351 -0.368
H 2.396 -6.266 -0.137
H 2.581 -5.204 1.225
H 0.994 -5.802 0.737
C 2.264 4.589 1.008
C 1.070 3.735 1.382
O 1.369 3.039 2.601
P 0.616 1.693 2.927
O 0.377 0.847 1.750
O 1.589 1.056 3.965
C 1.179 0.013 4.865
C 0.680 0.545 6.193
O -0.638 2.138 3.757
C -1.883 2.503 3.116
C -2.364 3.843 3.666
H 2.524 5.279 1.812
H 3.129 3.946 0.851
H 2.046 5.195 0.129
H 0.175 4.349 1.499
H 0.932 3.013 0.573
H 0.312 -0.436 4.372
H 1.972 -0.706 5.047
H 0.265 -0.256 6.808
H 1.456 0.996 6.816
H -0.084 1.305 6.033
H -1.830 2.605 2.035
H -2.609 1.747 3.401
H -1.805 4.645 3.183
H -3.409 3.888 3.354
H -2.298 3.945 4.747
C -1.507 -0.379 -5.365
C -1.165 0.065 -3.961
O -0.181 1.108 -3.995
P 1.110 1.061 -3.100
O 0.871 0.881 -1.664
O 2.050 -0.005 -3.773
C 2.047 -1.363 -3.297
C 3.398 -1.981 -3.582
O 1.833 2.389 -3.498
C 1.550 3.619 -2.825
C 2.785 4.480 -2.758
H -2.109 -1.286 -5.309
H -2.033 0.417 -5.888
H -0.616 -0.627 -5.948
H -2.068 0.505 -3.534
H -0.921 -0.771 -3.300
H 1.754 -1.424 -2.246
H 1.278 -1.897 -3.865
H 3.518 -1.953 -4.665
H 4.189 -1.405 -3.105
H 3.455 -3.012 -3.235
H 0.759 4.162 -3.347
H 1.156 3.451 -1.821
H 3.502 4.111 -2.020
H 3.343 4.510 -3.696
H 2.558 5.516 -2.505
```

Calculated values
* relative energy (zero: lowest compared OMol25 entry of this formula, charge and spin): 12.8 kcal/mol
* multiplicity: 1
* highest occupied orbital energy: -10.0 eV
* Kohn-Sham gap: 10.379 eV
* charge: 0

List of Mulliken charges in e, atom by atom: atom 1 (Li): 1.690, atom 2 (N): -0.276, atom 3 (S): 0.751, atom 4 (O): -0.610, atom 5 (O): -0.633, atom 6 (F): -0.198, atom 7 (S): 0.925, atom 8 (O): -0.590, atom 9 (O): -0.583, atom 10 (F): -0.183, atom 11 (C): -1.305, atom 12 (C): 0.405, atom 13 (O): -0.245, atom 14 (P): -0.851, atom 15 (O): 0.999, atom 16 (O): -0.136, atom 17 (C): 0.539, atom 18 (C): -1.425, atom 19 (O): -0.284, atom 20 (C): -0.024, atom 21 (C): -1.187, atom 22 (H): 0.240, atom 23 (H): 0.327, atom 24 (H): 0.420, atom 25 (H): -0.275, atom 26 (H): 0.285, atom 27 (H): -0.262, atom 28 (H): 0.211, atom 29 (H): 0.411, atom 30 (H): 0.380, atom 31 (H): 0.305, atom 32 (H): 0.172, atom 33 (H): 0.335, atom 34 (H): 0.374, atom 35 (H): 0.315, atom 36 (H): 0.278, atom 37 (C): -1.458, atom 38 (C): 0.699, atom 39 (O): -0.462, atom 40 (P): -0.724, atom 41 (O): 0.930, atom 42 (O): -0.357, atom 43 (C): 0.135, atom 44 (C): -1.200, atom 45 (O): -0.002, atom 46 (C): 0.579, atom 47 (C): -1.423, atom 48 (H): 0.428, atom 49 (H): 0.318, atom 50 (H): 0.353, atom 51 (H): 0.172, atom 52 (H): -0.385, atom 53 (H): -0.070, atom 54 (H): 0.461, atom 55 (H): 0.382, atom 56 (H): 0.323, atom 57 (H): 0.232, atom 58 (H): -0.371, atom 59 (H): 0.420, atom 60 (H): 0.250, atom 61 (H): 0.427, atom 62 (H): 0.309, atom 63 (C): -1.553, atom 64 (C): 0.888, atom 65 (O): -0.282, atom 66 (P): 0.447, atom 67 (O): -0.096, atom 68 (O): -0.461, atom 69 (C): 0.421, atom 70 (C): -1.448, atom 71 (O): -0.516, atom 72 (C): 1.032, atom 73 (C): -1.479, atom 74 (H): 0.356, atom 75 (H): 0.355, atom 76 (H): 0.379, atom 77 (H): 0.145, atom 78 (H): -0.311, atom 79 (H): -0.038, atom 80 (H): 0.211, atom 81 (H): 0.364, atom 82 (H): 0.346, atom 83 (H): 0.337, atom 84 (H): 0.282, atom 85 (H): -0.699, atom 86 (H): 0.303, atom 87 (H): 0.358, atom 88 (H): 0.395


No. 3
The following is a quantum chemistry calculation of a 2-piece molecular cluster, C2H6NO2 overall, from the Open Molecules 2025 dataset.

```
11
Properties=species:S:1:pos:R:3
C -0.978 -0.669 -1.454
O -1.276 0.473 -0.675
H -0.351 -0.439 -2.323
H -0.455 -1.427 -0.867
H -1.902 -1.141 -1.767
C 1.200 0.231 1.603
N 0.678 1.434 1.526
O 1.879 -0.418 0.768
H 0.978 -0.289 2.559
H -0.626 0.468 0.056
H 0.852 1.776 0.575
```

Calculated values
* relative energy (zero: lowest compared OMol25 entry of this formula, charge and spin): 32.6 kcal/mol
* multiplicity: 1
* highest occupied orbital energy: -3.6 eV
* Kohn-Sham gap: 7.737 eV
* charge: -1

List of natural (NBO) charges in e, atom by atom: atom 1 (C): -0.245, atom 2 (O): -0.757, atom 3 (H): 0.148, atom 4 (H): 0.181, atom 5 (H): 0.143, atom 6 (C): 0.428, atom 7 (N): -0.940, atom 8 (O): -0.810, atom 9 (H): 0.045, atom 10 (H): 0.507, atom 11 (H): 0.301


No. 4
The following is a quantum chemistry calculation of one molecule with the formula C7H13N3O2S in a non-equilibrium geometry, from the Open Molecules 2025 dataset.

```
26
Properties=species:S:1:pos:R:3
C 0.830 -0.645 -2.246
O 0.679 -0.854 -0.906
C 1.410 -0.073 0.114
N 2.818 -0.127 0.032
C 1.020 -0.597 1.481
C -0.104 -0.182 2.115
C -1.100 0.883 1.533
C -0.441 2.211 1.662
S -0.614 3.391 0.612
N -1.665 0.620 0.236
C -2.057 -0.646 -0.211
N -2.123 -1.034 -1.456
O -2.611 -2.149 -1.940
H -0.007 -1.083 -2.735
H 1.743 -0.952 -2.722
H 1.000 0.399 -2.494
H 1.027 0.982 0.092
H 3.219 -1.027 0.165
H 3.112 0.357 -0.782
H 1.650 -1.365 1.761
H -0.304 -0.456 3.158
H -2.050 0.779 2.107
H 0.147 2.153 2.695
H -1.243 1.148 -0.540
H -2.166 -1.476 0.524
H -2.171 -0.256 -2.254
```

Calculated values
* relative energy (zero: lowest compared OMol25 entry of this formula, charge and spin): 106.8 kcal/mol
* multiplicity: 1
* highest occupied orbital energy: -7.5 eV
* Kohn-Sham gap: 6.627 eV
* structure (SMILES): CO[C@H](N)/C=C\[C@@H](C=S)N/C=[NH+]/[O-]
* charge: 0

List of natural (NBO) charges in e, atom by atom: atom 1 (C): -0.254, atom 2 (O): -0.569, atom 3 (C): 0.197, atom 4 (N): -0.833, atom 5 (C): -0.156, atom 6 (C): -0.190, atom 7 (C): -0.189, atom 8 (C): -0.287, atom 9 (S): 0.116, atom 10 (N): -0.620, atom 11 (C): 0.235, atom 12 (N): -0.123, atom 13 (O): -0.610, atom 14 (H): 0.209, atom 15 (H): 0.163, atom 16 (H): 0.147, atom 17 (H): 0.166, atom 18 (H): 0.374, atom 19 (H): 0.372, atom 20 (H): 0.204, atom 21 (H): 0.218, atom 22 (H): 0.253, atom 23 (H): 0.227, atom 24 (H): 0.394, atom 25 (H): 0.208, atom 26 (H): 0.350